Record 1
Below is a cluster of 4 separate species, C27H61NO6S in total, with properties calculated with the ωB97M-V functional and the def2-TZVPD basis.

Calculated values
HOMO level   -9.48 eV
Maximum force   8.457 eV/Å
Gap between HOMO and LUMO   9.64 eV
SMILES   O=C(OS)N(CCCCO)COCOCCO.CCCCCC.CCCCCC.CCCCCC

Each line ends with the Löwdin charge.
Geometry (Å):
O1 0.355 2.162 2.538  -0.0648
C1 0.440 1.230 1.583  -0.3351
O2 -0.107 -0.133 1.831  -0.4820
S1 -1.319 -0.012 3.055  0.8214
N1 1.133 1.539 0.274  -0.0363
C2 0.463 2.651 -0.502  -0.1667
C3 -1.096 2.367 -0.921  -0.1512
C4 -1.475 3.292 -2.262  -0.1759
C5 -2.895 4.117 -2.086  -0.2308
O3 -2.581 5.389 -1.358  -0.1554
C6 1.276 0.262 -0.525  -0.1980
O4 2.032 0.398 -1.780  -0.1246
C7 2.269 -0.978 -2.313  -0.1951
O5 1.057 -1.602 -2.875  -0.1684
C8 1.390 -2.507 -4.000  -0.1673
C9 0.578 -3.937 -3.973  -0.2024
O6 -0.895 -3.769 -3.745  -0.1400
H1 -2.522 -0.337 2.355  -0.0804
H2 1.030 2.981 -1.480  0.1366
H3 0.464 3.608 0.206  0.1393
H4 -1.367 1.245 -1.111  0.1196
H5 -1.773 2.812 -0.053  0.1039
H6 -1.540 2.650 -3.249  0.1156
H7 -0.639 4.116 -2.479  0.1241
H8 -3.713 3.485 -1.524  0.1207
H9 -3.316 4.461 -3.146  0.1321
H10 -1.973 5.123 -0.606  0.0830
H11 0.235 -0.253 -0.765  0.1476
H12 1.893 -0.492 0.161  0.1552
H13 2.660 -1.724 -1.468  0.1551
H14 3.164 -0.893 -3.092  0.1540
H15 1.144 -1.967 -5.029  0.1443
H16 2.550 -2.788 -3.994  0.1362
H17 1.048 -4.677 -3.184  0.1107
H18 0.662 -4.417 -5.062  0.1347
H19 -1.261 -4.716 -3.831  0.1036
C10 0.150 -7.624 -2.906  -0.1189
C11 1.289 -8.596 -2.638  -0.2674
C12 2.652 -8.077 -3.098  -0.2262
C13 2.785 -7.818 -4.604  -0.2292
C14 2.504 -9.024 -5.504  -0.2735
C15 3.467 -10.180 -5.284  -0.1149
H20 0.017 -7.443 -3.977  0.0677
H21 -0.791 -8.030 -2.521  0.0743
H22 0.332 -6.665 -2.412  0.0593
H23 1.066 -9.559 -3.108  0.1007
H24 1.335 -8.786 -1.560  0.1072
H25 3.424 -8.789 -2.781  0.1021
H26 2.871 -7.141 -2.568  0.1071
H27 3.802 -7.457 -4.803  0.1103
H28 2.115 -7.001 -4.893  0.0891
H29 2.582 -8.701 -6.549  0.1054
H30 1.474 -9.373 -5.367  0.0993
H31 4.501 -9.863 -5.453  0.0764
H32 3.244 -10.994 -5.980  0.0704
H33 3.391 -10.581 -4.269  0.0668
C16 3.700 7.638 3.210  -0.1181
C17 4.667 6.469 3.099  -0.2764
C18 4.271 5.452 2.026  -0.2279
C19 2.926 4.750 2.247  -0.2268
C20 2.792 3.991 3.570  -0.2717
C21 3.786 2.849 3.715  -0.1090
H34 2.700 7.309 3.512  0.0666
H35 4.054 8.350 3.962  0.0689
H36 3.617 8.167 2.256  0.0745
H37 4.763 5.980 4.074  0.0983
H38 5.660 6.863 2.855  0.1032
H39 5.066 4.701 1.945  0.1009
H40 4.238 5.960 1.053  0.1083
H41 2.764 4.049 1.418  0.0969
H42 2.116 5.485 2.180  0.1016
H43 1.778 3.578 3.630  0.0772
H44 2.895 4.678 4.417  0.1003
H45 3.675 2.130 2.897  0.0713
H46 3.617 2.321 4.657  0.0705
H47 4.819 3.211 3.718  0.0645
C22 -7.683 2.953 5.020  -0.1165
C23 -7.234 2.798 3.576  -0.2745
C24 -6.356 1.567 3.341  -0.2278
C25 -5.025 1.551 4.105  -0.2255
C26 -4.103 2.743 3.841  -0.2635
C27 -3.648 2.846 2.392  -0.1272
H48 -6.833 3.102 5.694  0.0669
H49 -8.338 3.824 5.120  0.0705
H50 -8.239 2.072 5.353  0.0753
H51 -6.715 3.706 3.253  0.0994
H52 -8.125 2.714 2.943  0.1048
H53 -6.160 1.475 2.266  0.1008
H54 -6.923 0.669 3.620  0.1096
H55 -4.493 0.627 3.848  0.0929
H56 -5.224 1.493 5.181  0.1034
H57 -3.216 2.642 4.476  0.1055
H58 -4.589 3.678 4.140  0.1020
H59 -3.125 1.936 2.083  0.0198
H60 -2.963 3.689 2.273  0.0733
H61 -4.493 3.006 1.715  0.0690

=====

Record 2
Below is a cluster of 10 separate species, C27H62B6F24N4O in total, with properties calculated with the ωB97M-V functional and the def2-TZVPD basis.

Calculated values
HOMO level   -4.95 eV
Maximum force   4.917 eV/Å
Net charge   -2
Gap between HOMO and LUMO   7.16 eV

Each line ends with the Löwdin charge.
Geometry (Å):
C1 -0.088 1.156 -1.135  0.0393
C2 -0.450 1.691 0.251  -0.2998
O1 0.295 1.444 1.185  0.0922
N1 -1.568 2.705 0.405  0.1500
H1 -1.314 3.603 0.019  0.0912
H2 -2.378 2.351 -0.084  0.1016
C3 -2.009 2.977 1.872  0.0622
H3 -0.938 0.582 -1.504  0.0581
H4 0.647 0.362 -1.269  0.0673
H5 0.128 1.955 -1.845  0.0979
H6 -2.425 2.040 2.241  0.0778
H7 -2.708 3.804 1.749  0.1042
H8 -1.241 3.290 2.580  0.0929
C4 0.520 -2.624 -3.583  -0.0942
C5 -0.741 -2.336 -4.310  -0.2490
C6 -1.853 -1.804 -3.405  -0.0849
N2 -3.116 -1.336 -4.173  -0.1926
C7 -2.840 -0.089 -5.082  0.0869
C8 -4.366 -1.321 -3.286  -0.1094
C9 -5.518 -1.614 -4.170  -0.1642
C10 -5.049 -2.550 -5.273  -0.1434
C11 -3.530 -2.495 -5.125  -0.1145
H9 1.259 -3.104 -4.224  0.0935
H10 0.266 -3.288 -2.757  0.0542
H11 1.032 -1.733 -3.219  0.0779
H12 -0.827 -3.256 -4.888  0.1101
H13 -0.502 -1.532 -5.007  0.1149
H14 -1.478 -0.906 -2.914  0.1227
H15 -2.142 -2.516 -2.631  0.1274
H16 -3.710 0.323 -5.594  0.1143
H17 -2.022 -0.384 -5.739  0.0957
H18 -2.496 0.660 -4.369  0.1022
H19 -4.454 -0.342 -2.815  0.1351
H20 -4.290 -1.998 -2.435  0.1355
H21 -5.896 -0.662 -4.544  0.1233
H22 -6.328 -2.068 -3.598  0.1248
H23 -5.457 -2.350 -6.263  0.1129
H24 -5.253 -3.609 -5.112  0.1077
H25 -3.003 -2.319 -6.062  0.1265
H26 -3.152 -3.368 -4.593  0.1209
C12 0.315 -5.836 -0.919  -0.0809
C13 -0.364 -5.282 0.368  -0.1995
C14 0.176 -3.788 0.551  -0.0731
N3 -0.232 -3.187 1.914  -0.2250
C15 0.511 -3.895 3.042  0.0223
C16 0.047 -1.642 1.924  -0.0558
C17 -1.218 -0.993 2.524  -0.1339
C18 -2.056 -2.104 3.158  -0.1300
C19 -1.730 -3.244 2.238  -0.1314
H27 1.376 -6.035 -0.767  0.0840
H28 0.103 -5.204 -1.781  0.0559
H29 -0.135 -6.817 -1.072  0.0668
H30 -0.104 -5.929 1.206  0.0882
H31 -1.449 -5.356 0.443  0.0979
H32 -0.298 -3.151 -0.196  0.1262
H33 1.260 -3.680 0.523  0.1277
H34 0.156 -4.920 3.145  0.0919
H35 0.504 -3.307 3.960  0.1097
H36 1.531 -3.911 2.659  0.1045
H37 0.927 -1.417 2.527  0.1190
H38 0.348 -1.294 0.937  0.1129
H39 -1.064 -0.136 3.179  0.1327
H40 -1.692 -0.521 1.663  0.0932
H41 -1.733 -2.467 4.133  0.1105
H42 -3.057 -1.675 3.200  0.1358
H43 -1.921 -4.244 2.627  0.1210
H44 -2.345 -3.126 1.346  0.1397
C20 4.015 2.126 5.835  -0.0807
C21 4.057 2.133 4.318  -0.2253
C22 4.873 0.948 3.759  -0.0801
N4 4.877 0.708 2.190  -0.2217
C23 5.916 -0.357 1.874  0.0107
C24 5.293 1.968 1.469  -0.1351
C25 4.661 1.864 0.108  -0.1398
C26 3.263 1.441 0.482  -0.1211
C27 3.480 0.423 1.609  -0.0657
H45 4.965 2.537 6.178  0.0746
H46 3.923 1.110 6.218  0.0695
H47 3.153 2.658 6.237  0.0766
H48 4.480 3.091 4.017  0.1093
H49 3.054 2.264 3.911  0.1092
H50 4.488 0.041 4.225  0.1242
H51 5.955 1.006 3.872  0.1138
H52 6.783 -0.297 2.531  0.0923
H53 6.221 -0.452 0.832  0.1058
H54 5.414 -1.301 2.090  0.1005
H55 6.375 2.075 1.551  0.1361
H56 4.798 2.846 1.884  0.1308
H57 5.213 1.118 -0.463  0.1018
H58 4.845 2.847 -0.326  0.1357
H59 2.726 0.924 -0.312  0.1036
H60 2.664 2.270 0.859  0.1196
H61 3.494 -0.596 1.221  0.1117
H62 2.767 0.495 2.431  0.1188
B1 0.433 3.661 5.844  -1.5454
F1 -0.722 4.114 5.373  0.1791
F2 1.303 4.726 5.996  0.1070
F3 0.194 3.194 7.066  0.1625
F4 0.898 2.730 4.963  0.1344
B2 3.482 -1.841 -1.466  -1.4319
F5 3.364 -2.121 -2.814  0.1290
F6 2.310 -1.296 -0.987  0.1158
F7 3.705 -2.998 -0.779  0.1304
F8 4.485 -0.925 -1.295  0.1481
B3 -4.283 5.869 -0.200  -1.3662
F9 -5.660 5.577 -0.382  0.0508
F10 -3.513 4.788 -0.610  0.1156
F11 -4.011 7.004 -0.982  0.0795
F12 -4.007 6.106 1.077  0.1770
B4 0.118 5.527 0.446  -1.3103
F13 -0.664 5.519 1.614  0.1208
F14 0.451 6.800 -0.040  0.1049
F15 1.252 4.798 0.686  0.1252
F16 -0.563 4.866 -0.564  0.1311
B5 0.322 2.228 -4.644  -1.4186
F17 0.162 1.890 -6.017  0.0503
F18 -0.934 2.489 -4.142  0.1231
F19 0.887 1.313 -3.927  0.2191
F20 1.152 3.382 -4.666  0.0733
B6 -4.157 0.511 -0.007  -1.4672
F21 -4.325 0.530 1.332  0.1665
F22 -3.091 -0.349 -0.297  0.0960
F23 -5.295 0.057 -0.530  0.1838
F24 -3.910 1.782 -0.474  0.1618

=====

Record 3
Below is a cluster of 4 separate species, C27H63BFN5O6P in total, with properties calculated with the ωB97M-V functional and the def2-TZVPD basis.

Calculated values
HOMO level   -12.16 eV
Maximum force   10.483 eV/Å
ΔE to the lowest compared entry with this formula, charge and spin   968.26 kJ/mol
Net charge   +1
Gap between HOMO and LUMO   6.95 eV

Each line ends with the Löwdin charge.
Geometry (Å):
N1 5.949 -1.704 1.600  -0.0531
C1 4.408 -1.696 1.520  -0.2618
C2 4.045 -0.896 0.127  -0.1902
C3 2.543 -0.225 0.099  -0.2069
N2 1.412 -1.213 -0.077  0.0239
C4 0.461 -0.832 -1.190  -0.1551
N3 -0.840 -0.114 -0.811  -0.0832
C5 -0.736 0.559 0.540  -0.1014
C6 -2.024 1.485 0.956  -0.2027
O1 -3.145 0.974 1.535  -0.0029
O2 -2.024 2.972 0.765  -0.0128
C7 -1.981 -1.134 -0.635  -0.0539
C8 -3.319 -0.639 -1.508  -0.1102
O3 -3.566 0.676 -1.760  -0.0026
F1 -4.302 -1.612 -2.109  -0.0251
N4 0.698 -1.110 -2.542  -0.1666
C9 1.928 -1.850 -3.020  -0.0618
B1 1.853 -3.488 -2.857  -0.3874
O4 0.631 -4.256 -2.456  0.0450
O5 3.083 -4.331 -3.069  0.0406
P1 -0.523 -0.578 -3.768  0.9598
N5 -0.724 1.207 -3.664  -0.1585
O6 0.028 -0.880 -5.395  -0.3066
H1 6.169 -0.700 1.873  0.0812
H2 6.248 -1.777 0.587  0.0642
H3 3.937 -1.131 2.457  0.1361
H4 4.096 -2.833 1.468  0.1120
H5 4.276 -1.623 -0.762  0.0979
H6 4.814 0.012 0.026  0.1372
H7 2.505 0.531 -0.794  0.1300
H8 2.400 0.332 1.132  0.1346
H9 1.743 -2.200 -0.139  0.1315
H10 -0.585 -0.259 1.392  0.1581
H11 0.220 1.270 0.584  0.1424
H12 -1.465 3.210 -0.042  0.1336
H13 -1.602 -2.108 -1.209  0.1462
H14 -2.250 -1.337 0.486  0.1572
H15 2.200 -1.644 -4.162  0.1505
H16 2.852 -1.424 -2.405  0.1295
H17 0.986 -4.860 -1.712  0.1379
H18 3.696 -3.998 -2.323  0.0954
H19 0.261 1.584 -3.699  0.0457
H20 -1.223 1.467 -4.554  0.0685
H21 0.870 -0.310 -5.477  0.0776
C10 -4.394 3.488 3.421  -0.1137
C11 -4.363 4.683 4.362  -0.2645
C12 -2.997 5.370 4.417  -0.2247
C13 -1.847 4.500 4.943  -0.2328
C14 -2.055 3.922 6.343  -0.2765
C15 -2.181 4.990 7.420  -0.1139
H22 -3.703 2.703 3.740  0.0605
H23 -5.399 3.054 3.397  0.0790
H24 -4.131 3.788 2.402  0.0534
H25 -4.678 4.371 5.363  0.1003
H26 -5.106 5.414 4.021  0.1076
H27 -3.082 6.274 5.033  0.1022
H28 -2.732 5.719 3.412  0.1073
H29 -0.930 5.102 4.938  0.1076
H30 -1.666 3.675 4.245  0.0907
H31 -1.197 3.282 6.587  0.1030
H32 -2.937 3.273 6.366  0.1000
H33 -1.287 5.621 7.447  0.0760
H34 -2.296 4.522 8.403  0.0719
H35 -3.051 5.630 7.254  0.0679
C16 7.293 -9.631 -0.869  -0.1117
C17 7.278 -8.428 0.061  -0.2725
C18 5.869 -8.027 0.504  -0.2265
C19 4.928 -7.588 -0.625  -0.2228
C20 5.425 -6.414 -1.469  -0.2649
C21 5.601 -5.132 -0.668  -0.1269
H36 6.758 -9.429 -1.801  0.0661
H37 8.324 -9.892 -1.130  0.0744
H38 6.835 -10.501 -0.388  0.0789
H39 7.785 -7.585 -0.419  0.0981
H40 7.867 -8.671 0.954  0.1089
H41 5.949 -7.223 1.246  0.1006
H42 5.406 -8.871 1.029  0.1129
H43 3.959 -7.324 -0.183  0.1063
H44 4.732 -8.439 -1.287  0.1058
H45 4.698 -6.227 -2.269  0.0913
H46 6.368 -6.668 -1.966  0.1090
H47 4.657 -4.833 -0.201  0.0571
H48 5.927 -4.319 -1.324  0.0675
H49 6.354 -5.246 0.117  0.0774
C22 -5.031 3.529 -0.369  -0.1099
C23 -5.316 3.370 -1.855  -0.2669
C24 -4.392 4.212 -2.738  -0.2290
C25 -4.498 5.729 -2.538  -0.2306
C26 -5.893 6.319 -2.752  -0.2724
C27 -6.410 6.136 -4.171  -0.1149
H50 -5.191 4.558 -0.034  0.0729
H51 -5.699 2.884 0.213  0.0826
H52 -4.000 3.245 -0.138  0.0371
H53 -6.365 3.610 -2.056  0.1039
H54 -5.187 2.315 -2.123  0.0787
H55 -4.591 3.967 -3.789  0.1003
H56 -3.353 3.912 -2.555  0.0956
H57 -3.796 6.217 -3.225  0.1072
H58 -4.158 5.988 -1.529  0.0996
H59 -5.854 7.393 -2.531  0.1072
H60 -6.607 5.887 -2.042  0.1011
H61 -5.735 6.603 -4.894  0.0751
H62 -7.395 6.602 -4.276  0.0728
H63 -6.516 5.078 -4.429  0.0657

=====

Record 4
Below is a cluster of 2 separate species, C27H63BN4O6P in total, with properties calculated with the ωB97M-V functional and the def2-TZVPD basis.

Calculated values
HOMO level   -11.25 eV
Maximum force   5.585 eV/Å
Net charge   +1
Gap between HOMO and LUMO   8.67 eV

Each line ends with the Löwdin charge.
Geometry (Å):
C1 -4.560 -1.422 5.319  -0.0997
C2 -4.148 -1.662 3.822  -0.2173
C3 -3.042 -0.614 3.305  -0.1788
C4 -1.879 -1.505 2.765  -0.1509
N1 -0.587 -0.863 2.316  -0.1593
P1 -0.130 0.292 3.624  0.7155
N2 -0.867 1.693 3.458  -0.1178
O1 -0.518 -0.399 5.113  -0.1435
O2 1.494 0.614 3.730  -0.1189
C5 -0.579 -0.269 0.943  -0.1851
C6 -1.857 0.506 0.491  -0.0789
C7 -2.995 -0.424 -0.111  -0.1958
O3 -3.213 -0.080 -1.482  -0.1659
C8 -3.960 -1.099 -2.135  -0.2613
C9 -3.086 -2.333 -2.576  -0.0795
C10 0.682 0.623 0.642  -0.2327
N3 0.778 1.095 -0.759  -0.0222
C11 0.705 2.565 -0.867  -0.2052
C12 0.922 3.012 -2.373  -0.1944
C13 2.462 3.342 -2.557  -0.0942
C14 2.001 -0.228 0.881  -0.0923
B1 2.683 -0.432 -0.586  -0.5939
O4 3.817 0.363 -0.949  0.1174
O5 2.182 -1.349 -1.535  -0.0098
C15 2.344 -0.859 -2.889  -0.0590
C16 1.837 -1.625 1.603  -0.1766
C17 2.993 -1.946 2.656  -0.3073
C18 4.389 -1.344 2.268  -0.0531
C19 3.229 -3.520 2.780  -0.1960
C20 3.888 -4.150 1.494  -0.0903
C21 0.479 -1.969 2.309  -0.2145
C22 -0.020 -3.366 1.791  -0.1086
C23 -0.377 -4.404 2.950  -0.2577
N4 -1.795 -4.857 2.854  -0.0079
H1 -4.024 -2.192 5.931  0.0763
H2 -5.647 -1.622 5.493  0.0784
H3 -4.314 -0.409 5.702  0.0710
H4 -5.035 -1.608 3.141  0.1108
H5 -3.751 -2.703 3.695  0.0926
H6 -2.842 0.029 4.181  0.0771
H7 -3.585 -0.007 2.554  0.0934
H8 -1.608 -2.154 3.636  0.1227
H9 -2.365 -2.106 1.960  0.1328
H10 -0.140 2.408 3.398  0.0134
H11 -0.751 0.391 5.631  0.0936
H12 1.829 0.361 4.606  0.0981
H13 -0.493 -1.143 0.238  0.1777
H14 -2.245 1.141 1.327  0.1050
H15 -1.683 1.246 -0.330  0.1182
H16 -2.604 -1.471 -0.102  0.1026
H17 -3.956 -0.309 0.453  0.1292
H18 -4.881 -1.407 -1.576  0.1262
H19 -4.336 -0.642 -3.086  0.1246
H20 -2.968 -3.084 -1.749  0.0643
H21 -2.066 -2.029 -2.902  0.0758
H22 -3.559 -2.898 -3.417  0.0813
H23 0.717 1.541 1.279  0.1286
H24 0.107 0.629 -1.367  0.1281
H25 -0.315 2.903 -0.540  0.1107
H26 1.429 3.077 -0.186  0.1230
H27 0.559 2.239 -3.092  0.1073
H28 0.301 3.925 -2.547  0.0994
H29 2.531 4.281 -3.146  0.0691
H30 2.971 3.529 -1.583  0.0655
H31 3.006 2.503 -3.049  0.0669
H32 2.699 0.475 1.409  0.1229
H33 3.618 1.224 -0.556  0.0885
H34 1.490 -1.281 -3.478  0.0986
H35 3.281 -1.273 -3.320  0.1059
H36 2.273 0.247 -2.963  0.0706
H37 2.068 -2.358 0.787  0.1205
H38 2.742 -1.612 3.689  0.1168
H39 5.140 -1.767 2.981  0.0952
H40 4.381 -0.241 2.458  0.0867
H41 4.719 -1.564 1.230  0.0900
H42 3.999 -3.613 3.591  0.1109
H43 2.333 -4.065 3.149  0.0838
H44 4.979 -4.331 1.659  0.0858
H45 3.847 -3.463 0.607  0.0702
H46 3.408 -5.100 1.164  0.0757
H47 0.699 -2.125 3.404  0.1290
H48 -0.870 -3.308 1.061  0.1179
H49 0.758 -3.931 1.216  0.1215
H50 -0.305 -3.889 3.947  0.1111
H51 0.358 -5.242 2.993  0.1096
H52 -1.993 -5.310 3.748  0.0764
H53 -1.838 -5.563 2.121  0.0755
C24 -1.879 5.693 -5.835  -0.0780
C25 -0.527 6.148 -5.311  -0.2758
O6 0.400 5.089 -5.130  -0.1851
C26 0.742 4.345 -6.289  -0.2821
C27 1.388 5.179 -7.381  -0.0760
H54 -2.301 4.923 -5.186  0.0799
H55 -2.571 6.536 -5.876  0.0792
H56 -1.804 5.273 -6.839  0.0674
H57 -0.663 6.604 -4.329  0.1171
H58 -0.098 6.921 -5.956  0.1087
H59 -0.135 3.812 -6.671  0.1076
H60 1.451 3.581 -5.964  0.1133
H61 0.700 5.929 -7.779  0.0684
H62 1.702 4.543 -8.211  0.0798
H63 2.260 5.709 -6.994  0.0839

=====

- Which value of HOMO level does entry 3 give?
  -12.16 eV